one) H15NO6 | ωB97M-V/def2-TZVPD

Computed properties:
LUMO level ... -6.717 eV
Net charge ... 0

```
22
Properties=species:S:1:pos:R:3:mulliken_charge:R:1
N -0.78280 1.35340 1.51337 -0.551
H 0.19063 0.92479 1.48713 0.306
H 0.02705 -0.62746 3.32894 -0.223
H -0.91107 1.85460 0.63325 0.316
H -2.07411 0.93458 -2.66094 0.260
H 0.30504 0.33837 -2.05752 0.384
O -1.66183 0.93953 -1.80561 -0.696
H -1.34141 -1.65772 -0.26970 0.451
H 0.01159 -1.63746 -0.99170 0.413
O -0.50619 -2.15989 -0.34198 -0.522
H 2.45797 0.24493 0.25456 0.456
H 3.77500 0.61622 -1.49734 0.296
O 2.93057 0.65522 -1.00638 -0.738
H 1.91391 -0.03615 -1.79738 0.400
H -1.48165 0.64020 1.51538 0.294
O 0.99406 -0.43192 -2.08044 -0.684
H -0.40731 -0.42734 3.91304 0.213
H 2.58813 -0.93836 1.48515 0.299
O 2.14048 -0.09983 1.21363 -0.595
H -3.27953 -0.43963 0.50817 0.237
H -2.27079 0.41482 -1.15439 0.417
O -2.61775 -0.46091 -0.18924 -0.735
```

two) H15NO6 | ωB97M-V/def2-TZVPD

Computed properties:
LUMO level ... 0.378 eV
Net charge ... 0

```
22
Properties=species:S:1:pos:R:3:mulliken_charge:R:1
N 1.36068 1.62819 -1.12885 -0.677
H 1.01309 2.42663 -0.61303 0.271
H 1.68177 1.07177 -0.34297 0.287
H 2.10934 1.82688 -1.77391 0.197
H -1.37974 -2.33686 0.56970 0.253
H -1.77693 -1.09334 -0.29863 0.306
O -1.26910 -1.38702 0.49243 -0.531
H -1.54735 -0.31667 -2.17841 0.462
H -0.96937 -1.86813 -2.50257 0.282
O -1.64215 -1.30072 -2.13672 -0.751
H 2.16370 -1.05161 -0.03615 0.303
H 1.31670 -1.17476 1.25694 0.393
O 2.09560 -0.77598 0.87906 -0.680
H -0.58113 1.37305 1.57201 0.273
H 0.89120 0.99856 1.97636 0.321
O 0.34229 1.62341 1.49641 -0.600
H -0.33814 -2.02659 3.15343 0.272
H -0.51814 -0.78744 2.20889 0.299
O 0.09423 -1.25022 2.79437 -0.654
H -1.25854 1.63002 -1.07911 0.292
H -0.45668 1.50746 -2.33599 0.419
O -1.33132 1.28338 -1.97325 -0.735
```

three) H15NO6 | ωB97M-V/def2-TZVPD

Computed properties:
LUMO level ... 0.251 eV
Net charge ... 0

```
22
Properties=species:S:1:pos:R:3:mulliken_charge:R:1
N 1.29204 3.42056 1.96130 -0.748
H 1.15406 2.60856 2.58704 0.292
H 0.58062 4.08871 2.30396 0.254
H 0.75776 3.18869 1.20721 0.285
H -0.80905 1.09829 0.05319 0.368
H -0.69843 2.46938 0.77827 0.243
O -0.99449 2.10607 -0.04165 -0.678
H -3.30042 -2.22858 -1.97586 0.320
H -3.18607 -2.65326 -0.50774 0.279
O -3.26968 -1.88808 -1.05975 -0.599
H 1.39523 0.33282 1.03840 0.344
H 0.37951 -0.90540 1.30300 0.278
O 0.43244 0.02851 1.23289 -0.650
H 2.87794 -1.13592 -1.83913 0.304
H 3.50829 0.22025 -1.45731 0.325
O 3.17821 -0.63506 -1.12096 -0.634
H -1.19041 -3.19368 0.05338 0.300
H -0.87027 -3.48586 1.56400 0.312
O -0.78468 -2.78494 0.84295 -0.614
H -0.57191 0.16871 -2.79732 0.309
H 0.36189 -0.23359 -1.75792 0.297
O -0.24256 -0.58617 -2.36794 -0.587
```

The most stable arrangement is two), and the next structure is 0.0372 hartree less stable.

one) C19H20N2O4 | ωB97M-V/def2-TZVPD

Computed properties:
LUMO level ... 0.110 eV
Net charge ... 0

```
45
Properties=species:S:1:pos:R:3:mulliken_charge:R:1
C -3.28367 -1.28030 -1.18262 -1.221
H -3.51961 -2.31954 -0.97186 0.391
H -3.77925 -0.98314 -2.10392 0.433
H -2.20812 -1.18487 -1.31793 0.085
C -3.75192 -0.38813 -0.02819 1.420
C -5.26840 -0.46924 0.13388 -1.892
H -5.56745 -1.48730 0.36415 0.398
H -5.59454 0.18829 0.93545 0.414
H -5.75223 -0.15434 -0.78661 0.395
C -3.04316 -0.78124 1.27015 -1.042
C -1.54913 -0.53742 1.17914 0.477
O -0.72820 -1.27930 1.66641 -0.635
C -1.21469 0.71421 0.48400 0.545
C 0.08632 1.21923 0.56425 0.306
C 0.40498 2.42177 -0.03779 -0.109
C -0.59069 3.12334 -0.72873 -0.822
C -1.86948 2.62743 -0.82178 -0.733
C -2.20253 1.41181 -0.22004 -0.066
O -3.47285 0.97902 -0.36008 -0.507
H -2.63604 3.16564 -1.35567 0.471
H -0.32682 4.06209 -1.18948 0.450
O 1.64576 3.00236 -0.04196 -0.536
C 2.63490 2.49821 0.82538 -0.492
H 3.42322 3.25714 0.83697 0.371
C 3.27382 1.16790 0.40945 0.613
O 4.04666 0.58995 1.14106 -0.670
N 2.93755 0.74231 -0.82319 -0.005
H 2.23657 1.24950 -1.34038 0.274
C 3.32653 -0.56995 -1.30432 -1.582
C 2.33972 -1.61899 -0.85944 0.673
C 2.55988 -2.35936 0.29919 -0.229
N 1.72650 -3.27742 0.74852 -0.622
C 0.61303 -3.49662 0.07491 -0.461
C 0.28128 -2.81359 -1.08586 -0.283
C 1.16133 -1.85428 -1.55710 -0.204
H 0.94117 -1.30033 -2.46117 0.420
H -0.63615 -3.03245 -1.61136 0.508
H -0.04005 -4.25600 0.48305 0.352
H 3.45281 -2.19932 0.88909 0.404
H 3.39326 -0.53336 -2.39434 0.495
H 4.31001 -0.78605 -0.87988 0.409
H 2.25531 2.38652 1.84845 0.371
H 0.80567 0.63264 1.11586 0.624
H -3.23296 -1.82682 1.51182 0.386
H -3.41892 -0.16497 2.09323 0.424
```

two) C19H20N2O4 | ωB97M-V/def2-TZVPD

Computed properties:
LUMO level ... -0.317 eV
Net charge ... 0

```
45
Properties=species:S:1:pos:R:3:mulliken_charge:R:1
C -1.57743 1.75866 -0.11600 -1.147
C -2.93397 1.50138 0.57978 -0.281
C -2.84538 1.82042 2.07857 -1.034
C -2.21150 0.71216 2.93258 -0.605
C -2.68037 -0.71065 2.58937 -1.150
C -1.75820 -1.47576 1.67217 0.839
C -2.30539 -2.19108 0.59556 -0.527
C -1.50892 -2.93040 -0.27765 -0.993
C -0.14410 -2.95432 -0.03227 0.484
C 0.40597 -2.24317 1.01264 0.423
C -0.37489 -1.49735 1.87938 -0.236
C 1.89618 -2.42949 0.94977 -0.103
O 2.73557 -1.69153 1.33759 -0.482
N 2.11278 -3.66291 0.18581 -0.430
C 0.97062 -3.65060 -0.74426 0.026
O 1.00832 -4.08520 -1.84158 -0.491
H -0.78342 1.61960 0.61629 0.314
H -1.39682 1.09757 -0.95621 0.245
H -1.54191 2.79606 -0.42954 0.403
H -3.65133 2.20107 0.15617 0.467
H -3.29753 0.49887 0.38015 0.170
H -3.83949 2.04108 2.46067 0.369
H -2.21983 2.70599 2.17179 0.374
H -2.50561 0.90208 3.96403 0.339
H -1.12906 0.79847 2.93142 0.449
H -2.78450 -1.26868 3.51954 0.423
H -3.66757 -0.66204 2.14039 0.436
H -3.37123 -2.16929 0.42557 0.387
H -1.92566 -3.46981 -1.11428 0.476
H 0.08248 -0.95642 2.69399 0.513
H 1.83071 -4.38909 0.84780 0.350
C 4.40232 0.67557 -1.80307 -0.685
C 4.41327 2.05147 -1.99272 -0.357
C 3.25708 2.70977 -2.38109 -0.431
C 2.10332 1.97240 -2.57220 0.063
C 2.07449 0.60148 -2.39777 -0.277
C 3.23526 -0.04717 -2.01026 -0.310
N 0.86581 2.66768 -2.96199 1.064
O 0.92196 3.86974 -3.12691 -0.623
O -0.14000 1.99820 -3.09208 -0.595
H 5.30360 0.16540 -1.49059 0.399
H 5.32254 2.61423 -1.83283 0.375
H 3.25748 3.77936 -2.52817 0.459
H 1.16251 0.04510 -2.55716 0.475
H 3.23184 -1.11885 -1.86239 0.438
```

The most stable arrangement is one), and the next structure is 0.1306 hartree less stable.

one) C5H10NS | ωB97M-V/def2-TZVPD

Computed properties:
LUMO level ... -5.105 eV
Net charge ... +1

```
17
Properties=species:S:1:pos:R:3:mulliken_charge:R:1
C -0.83481 -1.47228 -1.18443 0.033
C 0.64949 1.70332 0.28209 -0.604
C 0.29168 0.87277 1.52683 -0.594
C -0.03954 0.85502 -0.93385 -0.715
C 0.38119 -0.57059 0.97310 -0.623
N -0.20680 -0.45479 -0.34784 0.097
S -0.90912 -3.02112 -0.62135 -0.065
H -1.24776 -1.11642 -2.05522 0.429
H 0.23011 2.66597 0.21466 0.369
H 1.70404 1.69871 -0.02418 0.293
H 1.14459 1.01635 2.26970 0.301
H -0.65296 1.22083 1.93088 0.327
H -0.98841 1.40626 -1.28706 0.365
H 0.66966 0.74228 -1.70683 0.388
H 1.39003 -0.64132 0.86178 0.343
H 0.04867 -1.35408 1.60423 0.464
H -1.63004 -3.55092 -1.50251 0.193
```

two) C5H10NS | ωB97M-V/def2-TZVPD

Computed properties:
LUMO level (alpha / beta) ... -7.016 / -7.030 eV
Net charge ... +1

```
17
Properties=species:S:1:pos:R:3:mulliken_charge:R:1
C 1.06305 0.46318 -0.38680 -0.327
C 2.01028 0.93015 0.43395 -0.244
C -0.83779 0.45322 1.18104 -0.425
C -1.20929 0.29855 -1.12572 -1.021
C -0.16517 -1.54157 0.05572 -0.929
N -0.28218 -0.06400 -0.01532 0.294
S 2.04786 1.22343 2.10390 -0.051
H 1.27196 0.33927 -1.43788 0.309
H 2.95316 1.16987 -0.05020 0.323
H -1.04393 1.50426 1.24743 0.343
H -1.07414 -0.21119 1.98742 0.299
H -2.20070 -0.10311 -0.92225 0.434
H -1.27869 1.38276 -1.21577 0.431
H -0.84548 -0.11006 -2.06582 0.391
H 0.67230 -1.81899 0.69175 0.335
H -1.08065 -1.97098 0.46023 0.444
H -0.00060 -1.94479 -0.94168 0.393
```

The most stable arrangement is one), and the next structure is 0.1140 hartree less stable.

one) C2H5N2 | ωB97M-V/def2-TZVPD

Computed properties:
LUMO level ... -5.013 eV
Net charge ... +1

```
9
Properties=species:S:1:pos:R:3:mulliken_charge:R:1
C -0.82374 -1.84309 -0.04858 0.042
C 0.41792 1.01968 0.46980 -0.736
N -0.41143 -0.88125 -0.55247 0.238
N 0.33093 0.09377 -0.77764 -0.322
H -1.06505 -2.77723 0.46177 0.461
H -0.55419 1.51085 0.40679 0.371
H 0.65186 0.35591 1.43624 0.328
H 1.20401 1.80809 0.25270 0.270
H 0.24969 0.71327 -1.64861 0.348
```

two) C2H5N2 | ωB97M-V/def2-TZVPD

Computed properties:
LUMO level (alpha / beta) ... -5.209 / -9.450 eV
Net charge ... +1

```
9
Properties=species:S:1:pos:R:3:mulliken_charge:R:1
C 2.11605 -0.50301 -0.23113 -0.060
C -2.78185 -0.26900 0.06672 -0.160
N -1.61358 -0.29246 -0.15119 -0.237
N 1.36384 0.32750 0.31058 -0.015
H 1.56975 -1.30975 -0.73920 0.316
H 3.21067 -0.36887 -0.17255 0.298
H -3.51479 -0.64802 -0.78266 0.227
H -3.32857 -0.07623 0.96153 0.299
H 1.63624 1.18707 0.83798 0.331
```

three) C2H5N2 | ωB97M-V/def2-TZVPD

Computed properties:
LUMO level ... -6.370 eV
Net charge ... +1

```
9
Properties=species:S:1:pos:R:3:mulliken_charge:R:1
C 0.26609 1.09877 -0.01914 -0.190
C 0.11715 -0.40971 0.02433 -0.389
N -1.75183 0.58001 0.01583 -0.312
N -1.27101 -0.55043 -0.02177 0.355
H 0.34678 1.66086 0.87617 0.316
H 0.68432 -0.87643 -0.83405 0.292
H 0.68612 1.30254 -0.91671 0.286
H 0.66351 -0.88105 0.84037 0.305
H -1.82248 -1.49604 -0.00227 0.337
```

The most stable arrangement is one), and the next structure is 0.0515 hartree less stable.

one) C5H9N2O2 | ωB97M-V/def2-TZVPD

Computed properties:
LUMO level (alpha / beta) ... -5.122 / -7.953 eV
Net charge ... +1

```
18
Properties=species:S:1:pos:R:3:mulliken_charge:R:1
C 2.72519 -0.15032 1.05676 -0.637
C 3.09332 0.51350 -0.04362 0.015
C 1.54050 -1.00087 0.88742 0.422
C -2.14990 -0.17640 0.69517 0.226
C -3.32029 0.56684 -1.17653 -0.586
N 0.93619 -1.39393 -0.08308 -0.442
N 2.64125 0.37028 -1.33299 -0.399
O -2.18968 -0.68679 1.83046 -0.284
O -3.28255 0.00580 0.06338 -0.202
H 3.17316 0.02932 2.05394 0.356
H 3.79308 1.27109 -0.01288 0.420
H 1.43106 -1.71211 1.76287 0.364
H -3.93265 0.16293 -1.91801 0.280
H -2.28480 0.67735 -1.58992 0.289
H -3.67011 1.59801 -0.97093 0.269
H 2.59962 1.19701 -1.95014 0.274
H 1.90724 -0.26546 -1.60909 0.262
H -3.01062 -1.00625 2.33719 0.373
```

two) C5H9N2O2 | ωB97M-V/def2-TZVPD

Computed properties:
LUMO level ... -3.600 eV
Net charge ... +1

```
18
Properties=species:S:1:pos:R:3:mulliken_charge:R:1
C -0.19788 -0.23397 0.35436 -0.356
C 0.62717 0.97499 2.13554 0.871
C -0.81443 -0.84668 -1.86441 -0.552
C -1.48598 -1.77419 -0.80823 -0.406
C 1.78258 1.70219 1.67013 -0.800
N -0.02323 0.02684 -0.93017 0.255
N -0.94976 -1.32109 0.47560 -0.183
O -0.04704 0.72513 3.03122 -0.234
O 0.96766 0.90317 -1.30729 -0.420
H -0.24555 -1.22893 -2.66441 0.357
H -1.51280 -0.09591 -2.42169 0.278
H -2.53590 -1.51561 -0.65349 0.307
H -1.20632 -2.78000 -0.97422 0.302
H 1.95803 1.51937 0.62755 0.305
H 2.68654 1.45508 2.24408 0.313
H 1.63728 2.86005 1.92153 0.310
H -1.32613 -1.64704 1.41917 0.269
H 0.68574 1.27658 -2.25526 0.385
```

The most stable arrangement is two), and the next structure is 0.1033 hartree less stable.